Formula: C4H28N2O10
Source: the OMol25 dataset
Level of theory: ωB97M-V with the def2-TZVPD basis set

Calculated values
M   264.272 g/mol
Structure (SMILES)   NC[C@H](CO)NCO.O.O.O.O.O.O.O.O
E_HOMO   -9.4289 eV
Relative energy (zero: lowest compared OMol25 entry of this formula, charge and spin)   360.28 kJ/mol
Spin multiplicity   1
Total charge   0
DFT total energy   -1031.066845 hartree

CARTESIAN COORDINATES (ANGSTROEM)
C 0.405 -0.153 0.141
N 1.758 -0.051 0.649
C 0.306 0.625 -1.186
C 0.592 2.086 -1.147
O 1.894 2.386 -0.677
N -1.147 0.338 -1.596
C -1.424 -0.452 -2.762
O -1.741 0.430 -3.833
H -0.410 0.071 0.810
H 0.116 -1.129 -0.242
H 2.380 -0.807 0.480
H 1.792 0.419 1.544
H 0.949 0.188 -1.984
H -0.101 2.565 -0.440
H 0.472 2.556 -2.146
H 2.263 1.544 -0.261
H -1.611 1.220 -1.530
H -2.291 -1.104 -2.535
H -0.659 -1.160 -3.188
H -0.922 0.856 -4.164
H 0.802 -2.271 2.306
H 2.251 -2.304 1.928
O 1.423 -2.738 1.710
H -2.645 1.752 1.156
H -1.777 2.673 0.156
O -2.164 2.570 1.025
H 1.124 -3.103 -2.826
H 2.144 -1.904 -2.995
O 1.636 -2.579 -3.441
H -1.110 2.026 2.418
H -0.846 1.597 3.863
O -0.577 1.403 2.956
H 1.427 2.693 2.418
H 2.197 2.550 1.030
O 2.295 2.638 2.013
H 1.094 -4.213 -0.352
H 0.784 -2.717 -0.228
O 0.551 -3.509 -0.713
H -2.795 -0.633 -0.052
H -4.072 -0.634 0.927
O -3.117 -0.535 0.874
H -1.111 -1.335 2.997
H 0.093 -0.472 3.431
O -0.229 -1.382 3.467